(1)
Entry from the OMol25 dataset: an isolated molecule of C3H8N2O in a non-equilibrium geometry (ωB97M-V/def2-TZVPD).

As for the strongest force on any atom: 1.9 eV Å⁻¹. The HOMO-LUMO gap (spin up / spin down) is 7.5 / 8.7 eV. For the energy above the lowest of the compared OMol25 structures with the same formula, charge and spin, the calculation gives 561.8 kJ/mol.

```
14
Properties=species:S:1:pos:R:3:forces:R:3:nbo_charge:R:1
C 0.072 1.386 -0.324 -0.8457 0.5143 -0.0273 -0.31
C 0.346 -0.870 1.161 0.0210 0.2763 0.0552 -0.67
N -1.304 1.428 -0.515 1.0808 0.8902 0.2540 -0.36
C 0.277 -0.390 -0.271 -1.8318 -0.5274 -0.3900 0.44
O -1.288 -0.523 -0.675 1.4889 -0.9349 0.1378 -0.67
N 1.002 -0.879 -1.236 -0.2031 -0.0924 -0.0424 -0.68
H -1.255 -0.592 -1.645 0.0521 0.0094 0.1956 0.49
H -1.794 1.360 0.378 0.0865 -0.0829 -0.0785 0.33
H 1.766 -1.453 -0.885 0.1459 0.2519 0.0405 0.34
H 0.449 1.754 0.632 0.0190 -0.1884 -0.0222 0.20
H 0.630 1.754 -1.182 -0.0115 -0.1529 0.0663 0.20
H -0.341 -0.319 1.806 0.0169 -0.0185 -0.0641 0.22
H 0.081 -1.927 1.210 0.0072 0.0510 -0.0923 0.23
H 1.359 -0.732 1.546 -0.0263 0.0044 -0.0326 0.22
```
Forces are in eV/Å.

---

(2)
Entry from the OMol25 dataset: a 3-piece molecular cluster, C3H8N2O2 overall in a non-equilibrium geometry (ωB97M-V/def2-TZVPD).

As for the strongest force on any atom: 4.3 eV Å⁻¹. As for the expectation value of S²: 0.75. The multiplicity is 2. The HOMO-LUMO gap (spin up / spin down) is 2.7 / 9.6 eV. Its charge is -1. For the energy above the lowest of the compared OMol25 structures with the same formula, charge and spin, the calculation gives 212.9 kJ/mol.

```
15
Properties=species:S:1:pos:R:3:forces:R:3:nbo_charge:R:1
C -0.113 -2.890 -1.494 -0.2782 -0.2720 -3.6560 -0.14
C -0.580 -2.448 -0.353 -0.0331 1.3346 4.1388 -0.12
N -0.427 -1.055 -0.363 -0.1319 0.2022 -2.1442 -0.62
C -0.067 -0.702 -1.732 1.1742 0.1990 2.1560 0.05
N 0.116 -1.797 -2.392 0.6271 -1.4441 0.3023 -0.49
H -0.082 -3.924 -1.845 0.1711 0.5405 0.0752 0.19
H -0.830 -2.980 0.639 0.2815 0.9944 -2.0040 0.21
H -0.917 -0.458 0.282 0.0842 0.4325 0.0300 0.41
H 0.430 0.303 -2.085 -1.9030 -1.9337 1.0554 0.21
H 2.286 2.634 3.349 -3.6762 -0.8911 -1.6314 0.45
H 3.606 2.048 3.649 0.5663 -0.9628 -0.1096 0.46
O 3.094 2.836 3.690 3.0592 1.8562 1.6900 -0.97
H -2.928 3.121 -0.127 2.9512 -0.9215 -0.3880 0.32
H -1.696 2.452 -1.077 -0.7964 0.9040 1.9831 0.33
O -1.893 2.859 -0.140 -2.0958 -0.0382 -1.4977 -1.30
```
Forces are in eV/Å.